DFT (wB97M-V/def2-TZVPD) results for a molecular structure, C44H55N11O4S in a non-equilibrium geometry.

Geometry as ORCA input:
```
! RIJCOSX wB97M-V def2-TZVPD def2/J DEFGRID3
* xyz -2 1
S -0.156 0.493 -0.120
O 0.011 -0.372 -1.266
O -1.570 0.806 0.218
O 0.427 -0.200 0.969
O 0.565 1.771 -0.276
N 0.505 3.327 -2.521
C -0.059 2.902 -3.781
C 0.020 4.030 -4.709
C 0.731 5.175 -4.014
C 1.056 4.637 -2.678
H 0.602 2.660 -1.727
H -0.702 2.019 -3.766
H -0.231 4.085 -5.705
H 1.015 6.164 -4.456
H 1.622 5.057 -1.796
N 1.997 -0.752 -2.757
C 2.788 0.298 -3.240
C 3.791 -0.348 -4.184
C 3.364 -1.719 -4.418
C 2.170 -1.921 -3.377
H 1.199 -0.616 -2.113
H 2.601 1.348 -2.639
H 4.577 0.154 -4.686
H 3.840 -2.517 -5.240
H 1.603 -2.846 -3.214
N -1.534 -0.668 -3.611
C -2.830 -0.258 -3.573
C -3.492 -0.697 -4.807
C -2.348 -1.259 -5.656
C -1.124 -1.170 -4.772
H -0.846 -0.504 -2.739
H -3.478 0.089 -2.685
H -4.564 -0.636 -5.197
H -2.361 -1.368 -6.642
H -0.095 -1.380 -5.050
N -3.649 -1.673 0.314
C -4.403 -1.654 1.447
C -5.348 -2.774 1.310
C -4.942 -3.547 0.109
C -3.739 -2.719 -0.556
H -2.921 -0.745 0.076
H -4.265 -1.039 2.397
H -6.075 -3.030 2.065
H -5.390 -4.387 -0.501
H -3.203 -3.091 -1.351
N -2.088 1.944 2.548
C -3.139 2.766 2.805
C -2.882 3.270 4.314
C -1.663 2.475 4.781
C -1.285 1.577 3.699
H -1.896 1.561 1.705
H -3.800 3.069 1.959
H -3.413 4.022 4.813
H -1.141 2.301 5.739
H -0.410 1.037 3.625
N 3.179 2.667 3.299
C 2.027 1.958 3.545
C 2.038 1.567 5.081
C 3.224 2.289 5.624
C 3.891 2.967 4.443
H 3.329 2.937 2.283
H 1.246 1.735 2.790
H 1.297 1.070 5.688
H 3.676 2.483 6.607
H 4.770 3.577 4.470
N 2.760 -2.010 1.205
C 3.291 -2.789 0.210
C 4.733 -3.087 0.540
C 4.960 -2.474 1.930
C 3.703 -1.696 2.211
H 1.657 -1.407 1.453
H 2.970 -3.001 -0.639
H 5.386 -3.574 0.091
H 6.072 -2.416 2.414
H 3.449 -1.091 2.996
N -0.008 -2.507 2.882
C -1.129 -3.408 2.725
C -0.964 -4.348 3.966
C 0.170 -3.694 4.870
C 0.722 -2.607 4.080
H 0.435 -1.809 2.168
H -1.629 -3.425 1.753
H -1.570 -5.029 4.051
H 0.541 -4.022 5.675
H 1.767 -2.300 4.178
N -0.346 -3.803 -0.985
C 0.416 -4.740 -0.127
C -0.092 -6.136 -0.526
C -1.077 -5.882 -1.603
C -1.107 -4.435 -1.923
H -0.404 -2.701 -0.891
H 0.965 -4.513 0.712
H 0.223 -7.113 -0.122
H -1.362 -6.648 -2.140
H -1.681 -4.012 -2.774
N -3.554 2.385 -0.811
C -3.477 2.871 -2.131
C -4.936 3.216 -2.569
C -5.760 2.956 -1.339
C -4.766 2.251 -0.279
H -2.907 1.919 -0.362
H -2.642 3.116 -2.695
H -5.107 3.615 -3.472
H -6.868 3.027 -1.207
H -5.005 1.471 0.595
N 3.087 2.586 0.366
C 4.238 1.926 0.545
C 5.229 3.068 0.984
C 4.518 4.411 0.862
C 3.086 3.981 0.524
H 2.250 2.002 0.240
H 4.337 0.839 0.539
H 6.174 2.748 1.287
H 4.846 5.355 1.284
H 2.256 4.513 0.400
*
```

Values from the calculation:
ΔE to the lowest compared entry with this formula, charge and spin, kcal/mol: 66.2

Mulliken population analysis, charges in e, atoms 1 to 5: S -0.423; O -1.114; O -0.251; O 0.209; O -1.511

=====

DFT (wB97M-V/def2-TZVPD) results for C5H12N2O in the gas phase in a non-equilibrium geometry.

Geometry as ORCA input:
```
! RIJCOSX wB97M-V def2-TZVPD def2/J DEFGRID3
* xyz 0 1
C 0.417 2.199 1.107
N 0.035 0.713 1.090
C -0.729 1.457 -2.056
C -0.935 0.351 -1.115
C 0.319 0.108 -0.211
C 0.333 -1.409 0.146
N 0.737 -1.822 1.508
O -0.031 -2.275 -0.559
H -0.138 2.714 1.859
H 0.257 2.726 0.013
H 1.548 2.107 1.283
H -0.951 0.469 1.375
H -0.840 2.399 -1.466
H 0.318 1.496 -2.341
H -1.443 1.371 -2.897
H -1.796 0.593 -0.309
H -1.283 -0.482 -1.746
H 1.237 0.164 -0.648
H 1.179 -1.090 1.993
H 0.318 -2.748 1.946
*
```

Values from the calculation:
ΔE to the lowest compared entry with this formula, charge and spin, kcal/mol: 73.5
SMILES string: CC[C@@H](NC)C(N)=O

natural (NBO) population analysis, charges in e, atoms 1 to 5: C -0.416; N -0.649; C -0.614; C -0.390; C -0.168

=====

DFT (wB97M-V/def2-TZVPD) results for C22H22ClNO in the gas phase.

Geometry as ORCA input:
```
! RIJCOSX wB97M-V def2-TZVPD def2/J DEFGRID3
* xyz 0 1
C 6.468 0.267 -0.633
C 5.079 -0.236 -0.379
C 3.988 0.620 -0.490
C 2.703 0.164 -0.274
C 2.472 -1.166 0.058
C 3.556 -2.023 0.165
C 4.844 -1.562 -0.049
H 5.677 -2.246 0.041
H 3.397 -3.061 0.422
C 1.066 -1.642 0.293
N 0.200 -1.204 -0.790
H 0.505 -1.629 -1.659
C -1.203 -1.467 -0.571
H -1.394 -2.489 -0.202
C -1.816 -0.493 0.476
C -3.312 -0.366 0.200
C -4.101 -1.501 0.369
C -5.464 -1.466 0.148
C -6.055 -0.276 -0.243
C -5.293 0.870 -0.399
C -3.928 0.821 -0.175
H -3.347 1.722 -0.292
H -5.763 1.796 -0.691
Cl -7.760 -0.217 -0.525
H -6.064 -2.353 0.278
H -3.637 -2.422 0.690
C -1.101 0.845 0.400
C -0.949 1.479 -0.830
C -0.288 2.689 -0.920
C 0.236 3.286 0.215
C 0.095 2.660 1.439
C -0.569 1.447 1.530
H -0.650 0.965 2.494
H 0.507 3.111 2.331
H 0.757 4.229 0.143
H -0.175 3.167 -1.883
H -1.345 1.020 -1.722
O -1.649 -1.117 1.743
H -2.166 -0.632 2.395
H -1.730 -1.339 -1.519
H 1.052 -2.738 0.423
H 0.681 -1.198 1.215
H 1.861 0.833 -0.363
H 4.151 1.658 -0.746
H 7.210 -0.424 -0.240
H 6.638 0.376 -1.704
H 6.615 1.242 -0.171
*
```

Values from the calculation:
SMILES string: Cc1ccc(CNC[C@@](O)(c2ccccc2)c2ccc(Cl)cc2)cc1

natural (NBO) population analysis, charges in e, atoms 1 to 5: C -0.625; C -0.025; C -0.218; C -0.144; C -0.055

=====

DFT (wB97M-V/def2-TZVPD) results for a molecular structure, C5H10O in a non-equilibrium geometry.

Geometry as ORCA input:
```
! RIJCOSX wB97M-V def2-TZVPD def2/J DEFGRID3
* xyz 0 1
C 1.930 -0.662 -0.025
C 0.461 -0.770 0.164
C -0.514 0.282 -0.412
C -1.985 -0.001 -0.066
C -0.083 1.569 0.237
H 2.075 -0.559 -1.144
H 2.534 0.087 0.481
H 2.208 -1.672 0.286
H 0.078 -1.740 -0.255
H 0.284 -0.751 1.256
H -0.213 0.383 -1.504
H -2.286 -1.088 -0.235
H -2.585 0.583 -0.818
H -2.178 0.280 1.024
H -0.964 1.969 1.193
O 1.238 2.091 -0.181
*
```

Values from the calculation:
ΔE to the lowest compared entry with this formula, charge and spin, kcal/mol: 87.6

natural (NBO) population analysis, charges in e, atoms 1 to 5: C -0.610; C -0.364; C -0.381; C -0.617; C 0.415

=====

DFT (wB97M-V/def2-TZVPD) results for 2 unconnected molecules or ions with the total composition C4H13NOS2 in a non-equilibrium geometry.

Geometry as ORCA input:
```
! RIJCOSX wB97M-V def2-TZVPD def2/J DEFGRID3
* xyz 0 1
S -2.039 -0.355 2.697
S -1.983 1.366 1.829
C -1.150 1.305 0.244
C 0.298 1.657 0.399
C 1.293 0.441 0.533
N 1.353 -0.612 -0.475
C 1.314 -0.371 -1.974
H -3.050 -1.261 2.298
H -1.682 1.953 -0.518
H -1.201 0.221 -0.155
H 0.530 2.366 1.149
H 0.572 2.386 -0.508
H 2.288 1.071 0.380
H 1.123 -0.077 1.464
H 2.224 -1.229 -0.224
H 2.410 -0.027 -2.341
H 0.564 0.369 -2.249
H 0.976 -1.296 -2.368
H -0.621 -2.275 0.183
H -1.763 -2.848 -0.669
O -1.456 -2.784 0.306
*
```

Values from the calculation:
ΔE to the lowest compared entry with this formula, charge and spin, kcal/mol: 59.0
SMILES string: CNCCCSS.O

natural (NBO) population analysis, charges in e, atoms 1 to 5: S -0.151; S 0.119; C -0.597; C -0.427; C -0.214

=====

no.,E_LUMO (Eh)
1,0.1640
2,0.0345
3,0.0251
4,-0.0052
5,0.0245